28
Properties=species:S:1:pos:R:3 method="wB97M-V/def2-TZVPD" e_tot_ha=-5113.11552 lumo_ev="3.76 / 3.76" orbital_gap_ev="5.37 / 5.69" charge=-2 de_lowest_kj_mol=58.51 spin_multiplicity=5
Cr 0.8729 -0.4282 0.3268
S 2.5251 -2.3866 0.7242
O 2.9557 -2.9332 2.0096
O 2.8069 -0.9090 0.5425
O 3.0999 -3.2442 -0.3158
O 1.0091 -2.3854 0.6333
C -2.7039 -0.3530 2.2430
C -3.9164 -0.9727 1.8178
C -4.0545 -1.3885 0.3412
O -4.9963 -2.0935 -0.0064
C -2.9400 -1.1567 -0.5138
C -1.8109 -0.4978 -0.1077
C -1.6733 -0.0674 1.3942
O -0.5356 0.4095 1.7242
O -0.8179 -0.1647 -0.8437
O -4.8013 -1.2798 2.6158
H -2.5931 -0.0698 3.2831
H -2.9457 -1.5771 -1.5128
C 3.3658 0.5018 -3.3190
Cl 3.0153 1.7180 -4.5563
Cl 1.8967 0.0204 -2.4652
Cl 4.5646 1.0840 -2.1723
H 3.7286 -0.3898 -3.8120
C 0.7088 3.7526 0.3191
Cl 1.9536 5.0019 0.3479
Cl -0.1486 3.6491 1.8455
Cl 1.4450 2.1874 -0.0859
H -0.0108 3.9727 -0.4575



85
Properties=species:S:1:pos:R:3 method="wB97M-V/def2-TZVPD" e_tot_ha=-2092.00678 lumo_ev="2.45 / 2.45" orbital_gap_ev="2.36 / 5.84" charge=-1 de_lowest_kj_mol=0.00 spin_multiplicity=3
Au -1.1864 0.5634 0.5461
N 2.5768 3.6902 -0.4852
N -0.0563 3.0374 0.2140
C -2.2709 -0.8816 1.8791
C -1.3048 -1.2736 2.8723
C -0.3782 -2.1483 2.2628
C 0.7785 -2.8014 2.9225
H 0.8407 -2.5132 3.9781
H 1.7252 -2.5242 2.4330
H 0.6952 -3.8977 2.8733
C -0.7836 -2.4107 0.9369
C -0.1911 -3.4136 0.0337
H 0.0762 -4.3364 0.5699
H 0.7287 -3.0090 -0.4263
H -0.8793 -3.6764 -0.7793
C -1.9082 -1.5637 0.6274
C -2.8506 -1.7852 -0.5027
H -2.3141 -2.1921 -1.3680
H -3.3075 -0.8377 -0.8092
H -3.6568 -2.4911 -0.2464
C -1.3213 -0.8870 4.3014
H -1.2045 -1.7766 4.9389
H -2.2686 -0.4041 4.5689
H -0.5064 -0.1895 4.5551
C -3.6038 -0.2673 2.1329
H -3.7441 0.6050 1.4755
H -3.6830 0.0782 3.1714
H -4.4291 -0.9709 1.9421
C 3.7509 3.8037 -1.0899
H 3.8996 4.6774 -1.7300
C 4.7819 2.8616 -0.9432
H 5.7142 3.0076 -1.4812
C 4.5662 1.7651 -0.1002
H 5.3178 0.9814 0.0028
C 3.3624 1.6671 0.5774
H 3.1384 0.8623 1.2778
C 2.3031 2.5931 0.2834
C 0.9814 2.3096 0.7051
H 0.7890 1.5186 1.4435
C -1.2636 2.4687 -0.0123
C -0.1040 4.4216 -0.1579
H 0.7874 5.0123 -0.1702
C -1.3352 4.6429 -0.6098
H -1.8070 5.5378 -0.9625
N -2.0450 3.4212 -0.5524
C -3.3555 3.1597 -1.1015
C -4.4881 3.3576 -0.3076
C -5.7429 3.0305 -0.8363
H -6.6327 3.1939 -0.2245
C -5.8707 2.5084 -2.1271
C -7.2089 2.1388 -2.6966
H -7.2501 1.0665 -2.9350
H -7.4056 2.6822 -3.6310
H -8.0073 2.3728 -1.9855
C -4.7214 2.3179 -2.8956
H -4.7961 1.9184 -3.9091
C -3.4546 2.6490 -2.3987
C -2.2380 2.4367 -3.2417
H -1.5954 3.3260 -3.2900
H -2.5684 2.2129 -4.2636
H -1.6229 1.5865 -2.9069
C -4.3623 3.8877 1.0842
H -3.8898 4.8801 1.1013
H -3.7925 3.2120 1.7409
H -5.3680 3.9890 1.5113
C 3.6082 -5.3475 -0.4219
C 4.4414 -4.5973 -1.4349
N 4.1333 -3.1384 -1.5615
C 3.7358 -2.3979 -0.4832
S 2.4761 -1.2759 -0.6052
N 4.4035 -2.6107 0.6855
C 5.8464 -2.9630 0.7492
C 6.7124 -2.3423 -0.3215
H 3.8089 -5.0058 0.5993
H 3.8621 -6.4104 -0.4766
H 2.5362 -5.2537 -0.6302
H 5.5122 -4.6829 -1.2170
H 4.2864 -5.0148 -2.4383
H 3.5935 -2.8948 -2.3943
H 4.0610 -2.0088 1.4343
H 6.1847 -2.6332 1.7387
H 5.9182 -4.0567 0.7377
H 6.7148 -1.2500 -0.2433
H 7.7411 -2.6854 -0.1773
H 6.3850 -2.6319 -1.3250



67
Properties=species:S:1:pos:R:3 method="wB97M-V/def2-TZVPD" e_tot_ha=-3084.87860 lumo_ev=2.08 orbital_gap_ev=6.60 charge=-1 de_lowest_kj_mol=4.72
Ba -0.3834 0.3019 0.1262
O 1.0440 0.9572 2.1824
C 1.2969 1.8527 3.0426
C 2.2716 1.6303 4.0694
C 2.5674 2.5740 5.0152
C 1.9236 3.8240 5.0285
C 0.9838 4.0744 4.0584
C 0.6498 3.1389 3.0619
C -0.3486 3.5714 2.1078
N -0.8131 2.9677 1.0796
C -1.7995 3.6875 0.2875
C -3.0130 2.8190 -0.0326
N -2.6388 1.6840 -0.8577
C -3.3917 1.4031 -1.8510
C -3.2479 0.3349 -2.8182
C -4.3726 0.0629 -3.6136
C -4.3909 -0.9476 -4.5460
C -3.2255 -1.7141 -4.7088
C -2.0961 -1.4610 -3.9758
C -2.0400 -0.4215 -2.9959
O -0.9703 -0.1826 -2.3476
H 2.7619 0.6643 4.0637
H 3.3121 2.3519 5.7728
H 2.1595 4.5640 5.7814
H 0.4712 5.0326 4.0478
H -0.7357 4.5805 2.3271
H -1.3408 3.9822 -0.6641
H -2.1253 4.6070 0.7962
H -3.7782 3.4405 -0.5208
H -3.4313 2.4539 0.9124
H -4.2840 2.0301 -2.0141
H -5.2612 0.6705 -3.4637
H -5.2769 -1.1503 -5.1328
H -3.2174 -2.5236 -5.4315
H -1.1986 -2.0534 -4.1070
C 2.6855 -3.6163 -0.5421
C 3.9530 -3.1924 -0.8940
C 4.1780 -1.8430 -1.1200
C 3.1179 -0.9536 -0.9867
N 1.8987 -1.3672 -0.6412
C 1.6866 -2.6595 -0.4261
C 3.2823 0.5204 -1.1885
C 4.4376 1.0697 -1.7382
C 4.5388 2.4454 -1.8559
C 3.4923 3.2388 -1.4197
C 2.3726 2.6069 -0.9007
N 2.2647 1.2886 -0.7991
H 2.4636 -4.6561 -0.3461
H 4.7672 -3.9004 -0.9852
H 5.1692 -1.4977 -1.3754
H 0.6770 -2.9341 -0.1417
H 5.2456 0.4394 -2.0793
H 5.4288 2.8909 -2.2821
H 3.5334 4.3175 -1.4797
H 1.5241 3.1797 -0.5386
Cl -2.4890 -7.5769 1.9192
C -2.1620 -5.8783 1.6463
C -1.1060 -5.2704 2.2997
C -0.8589 -3.9293 2.0742
Cl 0.4711 -3.1648 2.8992
C -1.6342 -3.1162 1.2021
O -1.3957 -1.8843 0.9935
C -2.6961 -3.8199 0.5648
Cl -3.6816 -2.9239 -0.5502
C -2.9617 -5.1573 0.7743
H -0.4804 -5.8302 2.9808
H -3.7830 -5.6329 0.2568